1.
C4H15N2O2 | ωB97M-V/def2-TZVPD

F_max	4.14	eV Å⁻¹
total energy	-11459.14765	eV
energy relative to the best compared isomer or geometry (same formula, charge and spin)	203.6	kJ/mol
charge	+1
frontier orbital gap	10.362	eV

```
23
Properties=species:S:1:pos:R:3:forces:R:3:nbo_charge:R:1
C -0.289923 -0.517323 -1.369717 1.0706 -1.7974 -1.1339 -0.220
C -0.152708 0.872501 -0.765339 -2.5057 -1.5853 2.8864 -0.475
C 0.234943 0.765315 0.721115 1.2634 -0.1299 -0.6268 0.174
C -0.509121 0.953435 1.784214 -2.9401 0.7779 -0.9126 -0.417
N 1.630028 0.300038 1.011121 0.9558 0.2464 2.9434 -0.780
N 1.099572 -1.062710 -1.690887 -0.1089 0.5526 -1.1884 -0.887
H -0.745125 -1.322477 -0.774032 -0.2297 0.8338 0.3303 0.198
H -0.818478 -0.537731 -2.323405 -0.3992 0.5852 0.2496 0.212
H -1.112624 1.427718 -0.765205 0.7186 -0.5473 -0.2364 0.283
H 0.541408 1.343635 -1.355854 1.8561 1.5476 -1.0649 0.230
H -1.578640 1.189640 1.597278 0.8075 0.0441 -0.1457 0.236
H -0.359532 0.969020 2.835728 1.1054 -0.4300 0.5964 0.231
H 2.152960 0.035362 0.183155 0.0139 0.0030 -0.5349 0.459
H 1.537260 -0.626953 1.664881 0.3401 1.6993 -1.3300 0.485
H 2.191113 1.046289 1.599248 -1.3305 -1.8163 -1.6276 0.442
H 1.238853 -1.069752 -2.726546 -0.0253 0.7817 1.0571 0.374
H 1.120948 -2.055765 -1.574895 -0.1609 -0.7199 0.7575 0.364
H 1.633330 -2.709758 2.706215 0.7791 -0.5825 0.0138 0.513
H 0.250801 -2.064686 2.828850 2.2645 0.7375 -0.8745 0.516
O 1.209017 -1.883100 2.507894 -3.1276 -0.2965 1.0091 -0.951
H -3.526091 1.018628 -2.288677 0.1302 0.6273 0.0490 0.493
H -2.878193 2.403184 -2.014719 -0.4764 3.2508 -1.1912 0.478
O -2.869796 1.525492 -1.790423 -0.0009 -3.7824 0.9744 -0.960
```
Positions in Å, forces in eV/Å.

***

2.
C4H15N2OS | ωB97M-V/def2-TZVPD

F_max	1.80	eV Å⁻¹
total energy	-20247.10929	eV
energy relative to the best compared isomer or geometry (same formula, charge and spin)	120.3	kJ/mol
charge	+1
frontier orbital gap	8.613	eV

```
23
Properties=species:S:1:pos:R:3:forces:R:3:nbo_charge:R:1
C -0.542468 0.636510 -0.990045 -0.6217 0.5894 0.2310 -0.235
N -0.935661 0.229025 0.358847 0.6427 1.0160 0.0435 -0.660
C -1.994826 -0.726427 0.459405 -0.8572 -1.0671 -0.9734 -0.239
C -1.682596 -2.189314 -0.045366 -0.2985 1.7549 0.2469 -0.552
S -0.684979 -2.934001 1.275158 -0.3759 -0.4531 -0.4398 -0.038
C 0.858549 1.243836 -0.907195 -0.6952 -1.2376 0.1438 -0.247
N 0.803125 2.317600 0.165314 -0.2437 -0.0066 -1.2698 -0.667
H -1.237873 1.434944 -1.277781 -0.1177 -0.1782 -0.3351 0.188
H -0.669933 -0.193574 -1.693785 0.5917 0.2713 -0.2138 0.220
H -0.138593 -0.068621 0.911618 -0.0586 -0.4767 -0.1603 0.359
H -2.922538 -0.466836 -0.076938 0.6654 0.7025 -0.3420 0.213
H -2.382578 -0.697826 1.464351 0.2561 -0.5056 0.6805 0.223
H -2.680674 -2.492779 -0.347824 -0.0792 -1.3395 0.8167 0.228
H -1.171829 -2.189015 -1.005270 0.4940 0.2238 0.1043 0.209
H -0.203717 -4.014086 0.626676 -0.1048 0.2067 0.0623 0.145
H 1.322989 1.669226 -1.786959 -0.4602 0.1223 -0.3186 0.233
H 1.488226 0.430057 -0.563291 0.4350 0.3949 0.2763 0.268
H -0.069755 2.848150 0.085472 -0.1021 -0.2632 0.1083 0.442
H 1.541519 2.985770 -0.028062 0.4635 -0.0336 0.7018 0.444
H 0.822535 1.873701 1.073367 0.3097 0.2646 0.4346 0.456
H 3.369257 -0.095285 1.554671 0.5877 -0.0608 -0.3120 0.500
H 3.946011 0.259952 0.104773 0.5806 -0.1833 0.3517 0.496
O 3.165817 0.138984 0.642864 -1.0115 0.2589 0.1631 -0.986
```
Positions in Å, forces in eV/Å.

***

3.
C4H15N2OS | ωB97M-V/def2-TZVPD

F_max	4.31	eV Å⁻¹
total energy	-20246.20719	eV
energy relative to the best compared isomer or geometry (same formula, charge and spin)	207.3	kJ/mol
charge	+1
frontier orbital gap	8.256	eV

```
23
Properties=species:S:1:pos:R:3:forces:R:3:nbo_charge:R:1
C 1.001032 0.158274 1.033884 -0.4256 2.2424 -2.5447 -0.240
N -0.223855 0.866913 0.621525 2.1130 0.6153 0.6110 -0.671
C -0.986395 0.457664 -0.519248 -3.3622 0.0057 0.9316 -0.240
C -1.234576 -1.116290 -0.653761 -0.1766 1.9219 -1.3578 -0.556
S -0.098930 -1.698669 -1.978335 0.3450 -1.1093 0.7089 -0.048
C 2.300093 0.761135 0.505978 2.0114 0.2316 -0.1195 -0.221
N 2.210892 2.320324 0.690216 4.1785 -1.0418 -0.0823 -0.718
H 1.052421 -0.861557 0.842824 -0.2378 -2.0048 -0.3645 0.230
H 1.053622 0.341881 2.036016 0.1102 -0.0469 2.9834 0.194
H -0.693046 1.128026 1.481864 -0.6796 -0.4806 -0.7786 0.400
H -0.710767 0.954441 -1.416673 1.5176 -0.3788 -1.1021 0.201
H -1.937108 1.109200 -0.495862 0.5668 -1.4793 0.7514 0.213
H -1.138190 -1.620217 0.290159 1.0782 -0.1629 0.3375 0.254
H -2.257233 -1.433250 -0.875876 -0.0154 0.6863 -0.5222 0.238
H -0.139667 -0.705397 -2.867035 -0.4226 0.3174 0.1947 0.124
H 2.694575 0.530187 -0.508625 -1.1132 0.3663 0.3444 0.243
H 3.159358 0.394695 1.144911 -0.9680 0.6217 -0.3802 0.228
H 3.108541 2.839882 0.304496 -2.7020 -1.2075 0.1357 0.460
H 2.378426 2.451721 1.690655 -0.9974 0.3124 0.0209 0.435
H 1.294204 2.579105 0.349403 -0.5771 0.5668 -0.0417 0.468
H -3.137477 0.080851 1.278215 -0.3111 0.1028 -0.0709 0.477
H -2.900371 -0.453050 2.689098 -0.2672 -0.0450 0.3397 0.486
O -2.579324 -0.504145 1.790811 0.3353 -0.0337 0.0054 -0.955
```
Positions in Å, forces in eV/Å.

***

4.
C4H15N3O | ωB97M-V/def2-TZVPD

F_max	6.38	eV Å⁻¹
total energy	-10891.96947	eV
energy relative to the best compared isomer or geometry (same formula, charge and spin)	212.6	kJ/mol
charge	+2
frontier orbital gap	11.646	eV

```
23
Properties=species:S:1:pos:R:3:forces:R:3:nbo_charge:R:1
C 1.451798 -0.760659 -1.586334 -2.3564 3.6920 -0.2739 -0.208
C -0.094396 -0.138410 -1.738957 1.6719 -0.7440 -0.1765 -0.440
C -1.014505 -0.617252 -0.575898 -1.9505 0.1258 -0.5170 -0.261
N -2.997497 -1.013714 1.693398 1.0732 -0.2237 0.3449 -0.731
C -1.982255 -0.119522 1.612433 -0.8981 0.7133 -1.9346 0.393
N -1.128584 0.217306 0.621224 -3.6796 -5.1911 0.5269 -0.497
N 2.336707 -0.147570 -0.536370 0.0234 3.7581 0.4124 -0.709
H 1.418447 -1.759509 -1.429765 -0.5247 -3.1170 0.9085 0.225
H 2.079377 -0.657882 -2.446534 -0.2842 0.3286 -1.0014 0.242
H -0.161068 0.964804 -1.872251 0.4793 -0.6030 0.3180 0.249
H -0.418070 -0.514741 -2.760306 0.0940 0.0705 1.4899 0.293
H -0.650957 -1.501624 -0.065375 -0.2006 -1.0818 -1.1685 0.221
H -2.134072 -0.653364 -0.908229 2.1338 -0.6588 -0.0196 0.243
H -3.551033 -0.996919 2.621062 1.1843 -0.2029 -2.2209 0.475
H -3.162439 -1.827823 1.016698 0.3871 1.7296 1.4451 0.460
H -1.975885 0.665126 2.319528 -0.1473 0.2562 1.3810 0.231
H -0.660193 1.012591 0.658960 2.5410 4.5593 0.8977 0.422
H 3.056167 -0.763098 -0.267381 1.1663 -1.2919 0.6653 0.447
H 2.081105 0.457644 0.320898 -0.7908 -1.4925 -0.7919 0.483
H 2.836277 0.613810 -1.031776 0.0727 -0.4798 0.0254 0.441
H 1.747427 2.786509 0.762759 0.4128 1.1964 -0.9486 0.489
H 1.469723 2.610891 2.212411 0.0595 0.0507 0.6757 0.516
O 1.453936 2.143406 1.379809 -0.4672 -1.3939 -0.0379 -0.984
```
Positions in Å, forces in eV/Å.

***

5.
C4H15N3O | ωB97M-V/def2-TZVPD

F_max	2.55	eV Å⁻¹
total energy	-10892.03628	eV
energy relative to the best compared isomer or geometry (same formula, charge and spin)	206.1	kJ/mol
charge	+2
frontier orbital gap	9.437	eV

```
23
Properties=species:S:1:pos:R:3:forces:R:3:nbo_charge:R:1
C -0.182202 1.985998 -0.220986 1.5701 -1.9137 0.6002 -0.246
C 0.809535 0.954616 0.453062 1.0775 1.7581 -0.9997 -0.464
C 0.577005 -0.499362 0.189498 1.3273 -0.0042 -0.4435 -0.130
C 1.601009 -1.200943 -0.394195 -0.9417 -0.2570 -0.3794 0.115
N 1.738053 -2.530890 -0.471542 0.2338 0.4270 -0.3586 -0.750
N -0.623369 -1.165519 0.740719 -0.6066 1.9786 0.3501 -0.699
N -0.128829 1.842608 -1.750054 0.9715 -0.0116 1.4832 -0.687
H -1.108089 1.557940 0.178330 -0.5725 1.5888 -0.5608 0.239
H 0.236865 2.958879 0.028202 -1.1291 0.2246 0.1785 0.263
H 1.802401 1.182839 0.010797 -0.3150 -0.3387 0.1234 0.246
H 1.018030 1.347721 1.476738 -0.7329 -0.7975 -0.2536 0.273
H 2.339058 -0.640683 -0.998018 -0.2543 -0.2934 0.8301 0.233
H 2.446742 -2.861110 -1.105706 0.0025 -0.4432 0.2172 0.435
H 1.244481 -3.204074 0.092613 0.0958 0.0131 -0.1551 0.410
H -1.429704 -1.087593 0.113928 0.2058 -0.7499 -0.4791 0.444
H -1.035667 -0.487814 1.433496 0.4248 -1.1923 0.2651 0.481
H -0.551451 -2.123161 1.077018 0.0906 0.0718 0.3110 0.454
H 0.085667 0.858601 -1.915585 -0.8366 -0.4206 -0.4835 0.442
H -0.966493 2.229851 -2.170308 -0.1768 -0.3219 -0.5037 0.462
H 0.699856 2.300695 -2.141699 -0.2139 0.4936 0.1184 0.452
H -3.011188 0.566175 2.287671 -0.2586 -0.0180 -0.7773 0.526
H -3.419400 0.665784 0.757746 -0.5124 0.1794 0.2579 0.513
O -2.768692 0.321102 1.371538 0.5507 0.0272 0.6591 -1.011
```
Positions in Å, forces in eV/Å.

***

6.
C4H15N3OPS | ωB97M-V/def2-TZVPD

F_max	4.58	eV Å⁻¹
total energy	-31024.82025	eV
charge	+1
frontier orbital gap	7.828	eV

```
25
Properties=species:S:1:pos:R:3:forces:R:3:nbo_charge:R:1
C -0.357439 -0.480229 0.200801 -1.1138 0.6921 -0.7057 -0.599
C -1.547882 0.173438 -0.586937 0.9305 -0.3124 -0.1803 -0.408
C -1.181042 1.642921 -1.020882 -1.2930 -1.0053 1.0863 -0.511
S -1.475165 1.912740 -2.818019 -1.0204 0.7363 0.8934 0.250
P 0.355028 2.009185 -3.965464 2.3909 -2.3610 -3.1062 1.100
N 0.573833 0.703087 -4.841096 -0.3398 1.5190 1.1997 -1.184
H -0.397313 -0.134424 1.238245 0.2554 -0.3527 -0.1409 0.243
H -0.493205 -1.562418 0.126272 0.3248 0.2034 0.3767 0.242
H 0.570788 -0.156333 -0.287350 -0.0297 -0.3816 0.2601 0.192
H -1.759093 -0.453906 -1.468752 0.1208 0.2747 0.2030 0.204
H -2.467406 0.159728 0.010916 0.2744 0.2212 -0.1296 0.240
H -1.902089 2.293262 -0.505651 0.3677 0.2337 -0.5042 0.268
H -0.173376 1.930176 -0.698367 -0.0936 -0.0442 -0.6334 0.265
H -2.076312 0.757740 -3.258254 0.8628 0.2794 0.1844 0.243
H 0.256907 3.165449 -4.781096 -0.2938 0.2163 0.8978 0.028
H 1.457465 2.174769 -3.076104 -1.0822 0.3028 0.4921 0.026
H 0.583757 0.951890 -5.826177 -0.2701 -0.2725 -0.1245 0.398
C 0.767550 -1.896298 3.766420 -0.2420 -0.0564 0.0358 0.771
O -0.382695 -1.925604 3.348431 0.2430 0.1101 -0.0703 -0.679
N 1.129440 -1.162370 4.855988 -0.0347 0.1641 0.0367 -0.844
N 1.777788 -2.597354 3.176448 0.0641 -0.0040 -0.1995 -0.847
H 2.062650 -1.124533 5.218011 0.0222 -0.0485 0.0082 0.392
H 0.408901 -0.638342 5.315227 -0.0288 -0.0286 0.0397 0.411
H 1.543787 -3.151639 2.375312 -0.0175 -0.0730 0.0236 0.407
H 2.725122 -2.590937 3.502077 0.0028 -0.0126 0.0570 0.392
```
Positions in Å, forces in eV/Å.